1.
Entry from OMol25: the molecule C4H10N2 in a non-equilibrium geometry (ωB97M-V with the def2-TZVPD basis set).

Cartesian coordinates (Å):
N  -2.345817  0.275567  0.030869
C  -1.205188  -0.565039  -0.295125
C  0.091999  -0.233593  0.506104
C  1.408836  -0.927701  0.059905
N  2.010367  0.417196  0.022862
C  0.704483  1.094235  -0.017189
H  -2.172913  1.265781  -0.157814
H  -2.514044  0.258983  1.049201
H  -1.528040  -1.631793  -0.087567
H  -0.978080  -0.556161  -1.354632
H  -0.103947  -0.252652  1.555072
H  1.299212  -1.425847  -0.914376
H  1.848624  -1.673488  0.723726
H  2.632308  0.651915  -0.722726
H  0.641915  1.967329  0.627837
H  0.210284  1.335274  -1.026148

Forces on the atoms, in the same order (eV/Å):
-0.2 0.7 0.7
0.3 -1.7 1.5
-1.2 0.0 -2.1
-0.6 0.2 -0.1
0.1 0.3 -0.1
-0.6 -0.5 -0.1
0.1 -0.4 -0.2
0.1 -0.2 -0.7
0.4 1.0 -0.1
-0.1 0.3 -0.3
0.0 0.0 0.8
-0.1 0.2 -0.1
0.2 0.3 0.2
0.5 -0.1 -0.4
0.0 0.1 0.0
1.1 -0.2 1.0

Computed properties:
SMILES   NCC1CNC1
HOMO   -8.931 eV
Frontier orbital gap   0.3713 Ha
M   86.14 g mol⁻¹
Net charge   0
2S+1   1
Energy above the lowest of the compared OMol25 structures with the same formula, charge and spin   1.593 eV



2.
Entry from OMol25: a cluster of 2 separate species, C4H10N2 in total in a non-equilibrium geometry (ωB97M-V with the def2-TZVPD basis set).

Cartesian coordinates (Å):
C  -2.780520  -0.005222  -0.175407
C  -1.692926  -0.259882  -0.591408
C  2.366058  -1.106904  -0.210515
C  2.538900  1.185822  0.254188
N  -4.010176  0.258015  0.303219
N  1.903798  0.201131  -0.360425
H  1.479284  -1.702838  -0.026786
H  2.485278  -1.658555  -1.230596
H  3.112856  -1.440791  0.613384
H  2.965016  0.929251  1.215622
H  3.454954  1.060635  -0.391406
H  2.042911  2.119193  -0.014741
H  -4.103701  1.269702  0.635922
H  -4.340041  -0.309900  1.118978
H  -4.698262  -0.157981  -0.389274
H  -0.723432  -0.381675  -0.750748

Forces on the atoms, in the same order (eV/Å):
3.0 -0.8 -0.6
-3.9 0.9 1.3
0.7 -1.3 0.6
-0.4 1.4 -0.2
-3.5 -0.1 1.1
0.4 -3.2 -1.4
-1.0 -0.3 0.3
0.2 1.2 1.1
-0.8 1.1 -1.6
0.3 0.3 0.7
0.4 0.3 -0.3
0.5 0.3 0.9
-0.5 -1.2 -1.1
1.0 0.2 0.1
0.1 1.7 0.2
3.5 -0.6 -1.1

Computed properties:
HOMO   -19.099 eV
Frontier orbital gap   0.3068 Ha
M   86.14 g mol⁻¹
Net charge   +2
2S+1   1
Energy above the lowest of the compared OMol25 structures with the same formula, charge and spin   4.716 eV



3.
Entry from OMol25: a structure of composition C4H10N2O in a non-equilibrium geometry (ωB97M-V with the def2-TZVPD basis set).

Cartesian coordinates (Å):
C  -0.525208  0.622377  1.066011
N  -2.913124  -1.167785  0.003973
C  -3.324273  -0.140119  -0.726023
O  -2.627889  0.762137  -1.197685
C  0.835857  0.717966  0.875331
C  1.535167  0.886928  -0.373758
N  3.237971  -1.053012  -0.058922
H  -1.185669  1.357853  0.614223
H  -1.090640  -0.261009  1.332156
H  -3.586653  -1.403634  0.749962
H  -4.387730  -0.157823  -1.049781
H  1.496236  0.393841  1.692973
H  2.493822  -0.170642  -0.393381
H  2.091498  1.820763  -0.465743
H  0.884881  0.646125  -1.215276
H  4.183603  -0.940175  -0.397022
H  2.882151  -1.913790  -0.457039

Forces on the atoms, in the same order (eV/Å):
-0.5 0.1 -0.9
0.4 0.4 1.3
-0.1 -1.0 0.3
0.5 0.5 -0.7
0.9 -0.7 -0.2
-2.6 2.2 0.6
-0.9 0.7 0.0
0.2 -0.3 -0.7
0.1 -0.1 1.3
-0.2 -0.3 -1.1
-0.5 0.3 0.3
-0.1 -0.1 0.0
2.0 -1.9 0.7
1.0 -0.6 -0.2
0.1 0.5 -0.1
0.1 0.2 -0.3
-0.1 0.0 -0.2

Computed properties:
HOMO (alpha / beta)   -3.289 / -3.288 eV
Frontier orbital gap (alpha / beta)   0.2701 / 0.2085 Ha
M   102.14 g mol⁻¹
Net charge   -1
2S+1   2
<S²>   0.848
Energy above the lowest of the compared OMol25 structures with the same formula, charge and spin   3.278 eV